{"formula": "C25H33N4O3Pd", "method": "wB97M-V/def2-TZVPD", "elements": ["H", "H", "H", "C", "H", "H", "H", "H", "N", "H", "C", "C", "C", "C", "C", "H", "H", "C", "C", "H", "C", "C", "H", "C", "C", "C", "N", "C", "H", "C", "H", "H", "H", "O", "C", "C", "H", "H", "C", "N", "H", "C", "H", "H", "H", "C", "H", "C", "Pd", "C", "H", "H", "H", "C", "C", "H", "O", "H", "H", "C", "H", "H", "H", "H", "N", "O"], "positions_angstrom": [[1.4435, 2.8283, 2.9509], [1.3949, 4.4814, -0.1423], [-3.9210, 0.9486, -0.8477], [-3.8682, 1.8635, -0.2724], [-0.2654, 1.6437, 4.0634], [-3.7224, 0.0170, 1.5284], [2.6716, -3.3239, -3.0149], [5.5691, -0.1509, -0.6966], [1.7479, 0.4325, -0.5955], [0.7954, 0.7421, 2.9591], [1.8280, -4.3111, -1.2751], [1.9697, -3.2612, -2.1844], [-2.0985, 1.4434, 1.4898], [-1.4925, 2.6365, -0.5111], [-2.7728, -2.1082, -0.8436], [0.7966, -5.0422, 0.4829], [-4.0775, 2.6801, -0.9635], [-0.8157, 1.7422, 1.9974], [1.2471, -2.1163, -1.9828], [-1.7052, 3.5811, -2.4343], [3.8683, 0.8444, -1.6915], [-2.4720, 2.0279, 0.2589], [-3.5577, -3.4338, -2.2951], [-0.2521, 1.0087, 3.1771], [-3.0620, 0.5290, 2.2269], [-1.1163, -3.0523, 0.7955], [3.7770, -0.3664, 0.3184], [-1.5469, 2.5658, -2.0033], [-4.7441, -2.9172, -1.0283], [-0.3332, 3.1341, 0.0585], [-0.0160, 4.8126, -1.2012], [-0.6074, 2.1818, -2.4179], [2.1582, 2.5687, 1.3394], [-2.2497, -0.9513, -0.8708], [2.4090, -0.2335, 0.4019], [4.5126, 0.1316, -0.7300], [-1.0602, -2.0910, 1.3532], [-3.6705, 1.0980, 2.9338], [0.9400, -4.2171, -0.2072], [-2.3423, -3.0663, -0.0214], [-2.8015, -3.9740, -0.0940], [2.3883, 1.0129, -1.7139], [1.4794, 4.1425, 1.7565], [-0.7775, 0.0859, 3.4126], [4.0128, -2.1636, 1.3688], [-3.9453, -2.5820, -1.7014], [-4.2674, -1.7977, -2.3923], [0.1162, -3.1142, -0.1322], [-0.1563, -0.3309, -0.2894], [1.3418, 3.0625, 1.8910], [2.4264, -5.2052, -1.4061], [-2.3518, 1.9081, -2.3332], [4.4069, 1.3745, -2.4785], [0.5780, 4.0279, -0.7361], [4.4059, -1.1647, 1.3753], [-4.5963, 1.8491, 0.5355], [1.8177, 1.5978, -2.6219], [4.2205, -0.7050, 2.3385], [-2.5323, -0.2167, 2.8150], [0.0087, 2.6658, 1.3099], [1.2907, -1.2453, -2.6288], [1.0763, 3.4029, -1.5087], [-1.1692, -3.8863, 1.4996], [5.4830, -1.2195, 1.2181], [0.4175, -2.0972, -0.9434], [1.7686, -0.7283, 1.3546]], "atomic_forces_ev_per_a": [[-0.023, 0.051, -0.195], [-0.736, -0.194, -0.350], [-0.133, -0.427, -0.105], [0.600, 0.730, 0.089], [0.050, 0.031, 0.158], [-0.001, 0.036, 0.088], [-0.270, -0.136, 0.123], [-0.285, 0.474, -0.215], [0.947, 0.298, -0.104], [-0.371, 0.205, 0.266], [0.390, 0.101, 0.100], [0.696, -0.537, -0.422], [-0.344, 0.004, -0.255], [1.062, 0.435, -2.057], [-0.107, 0.337, -0.082], [0.095, 0.005, -0.125], [-0.240, -0.007, 0.079], [-0.844, -1.544, 0.278], [0.065, -0.846, 0.337], [0.087, -0.534, 0.128], [-0.509, 1.393, -1.568], [-1.749, -1.864, 1.925], [-0.420, 0.348, 0.262], [0.299, 0.022, -0.283], [0.232, 0.340, -0.163], [0.253, 1.418, -0.681], [2.538, -0.104, -0.925], [-0.694, 0.343, -0.223], [0.038, 0.094, -0.374], [1.209, 0.676, 0.968], [0.240, 0.044, -0.199], [-0.013, 0.254, 0.142], [-0.135, 0.124, 0.160], [-0.131, -0.916, 0.148], [-2.575, 0.960, -0.400], [-0.628, -1.605, 2.431], [-0.262, -0.670, 0.028], [-0.065, -0.008, -0.067], [-0.362, -0.795, -0.400], [0.631, -0.693, 0.436], [0.104, 0.415, 0.006], [-0.003, -0.440, 0.924], [0.062, -0.309, 0.210], [-0.057, 0.203, 0.007], [-0.400, -0.423, -0.012], [0.892, 0.498, -0.065], [-0.093, -0.192, 0.297], [0.623, -0.758, 0.223], [-1.862, 1.989, 0.647], [-0.069, 0.205, 0.009], [-0.040, 0.019, 0.053], [0.002, 0.223, -0.079], [0.026, -0.315, 0.120], [0.660, -0.467, -0.070], [0.904, 0.251, 0.098], [-0.017, -0.009, -0.123], [0.445, -0.835, 0.981], [-0.174, 0.071, 0.143], [-0.085, -0.031, -0.066], [1.295, 1.136, -0.338], [0.033, -0.083, 0.129], [-0.381, 0.675, 0.172], [0.237, 0.208, -0.183], [-0.112, 0.149, -0.133], [-1.077, -0.471, -0.383], [0.551, 0.455, -1.520]], "mulliken_spin": [0.003, 0.000, 0.025, 0.015, 0.023, -0.001, 0.001, 0.007, 0.075, 0.012, -0.009, 0.012, 0.079, 0.111, -0.008, 0.002, 0.002, 0.155, 0.009, 0.034, 0.280, 0.306, 0.000, -0.018, -0.001, -0.012, 0.298, -0.032, 0.000, 0.136, -0.001, 0.014, 0.015, 0.081, 0.010, 0.144, 0.000, -0.003, 0.017, 0.009, 0.000, 0.014, 0.006, 0.004, 0.015, 0.007, 0.000, 0.014, 1.470, -0.016, 0.000, -0.003, -0.005, 0.003, -0.011, 0.003, 0.218, 0.014, -0.001, 0.145, 0.005, -0.001, -0.001, 0.004, 0.183, 0.144], "multiplicity": 5, "total_charge": 3, "de_lowest_ev": 0.000, "e_lumo_ev": [-9.273, -13.066], "homo_lumo_gap_ev": [8.290, 4.388]}

{"formula": "C16H23IIrN2", "method": "wB97M-V/def2-TZVPD", "elements": ["H", "H", "C", "C", "C", "H", "I", "H", "H", "H", "H", "H", "C", "H", "C", "C", "H", "H", "H", "H", "N", "N", "H", "C", "C", "H", "H", "H", "C", "C", "C", "H", "Ir", "H", "H", "C", "C", "H", "C", "H", "C", "H", "C"], "positions_angstrom": [[2.7372, -1.4875, -0.6564], [-0.9185, -1.4294, 0.9503], [2.7496, 1.2005, 0.0599], [1.8604, -1.8506, -1.1693], [-0.5762, -1.5125, 3.9239], [3.0619, 0.6096, 0.9003], [-0.5043, 2.7664, 2.1100], [-2.4209, 0.6668, 1.9927], [0.3971, -2.0048, 3.8882], [-0.0094, 0.3594, 3.1763], [-0.7375, -1.0625, 4.9206], [2.2190, 0.4695, -0.5901], [2.0579, 2.5146, 0.3494], [0.5406, -4.5590, -2.7936], [-0.4394, -2.6710, -2.3547], [0.6057, -3.5858, -2.3053], [-4.3341, 1.9524, -0.6899], [-2.8106, -0.8115, 2.6617], [-2.9382, -1.6310, -2.7470], [1.6704, 3.0312, -0.5199], [-1.2614, 0.5439, -0.7457], [0.8095, -0.9837, -1.1275], [2.5779, -3.8242, -1.5564], [-0.6768, -0.4487, 2.8230], [-3.5618, 1.2200, -0.9609], [-1.3471, -2.9222, -2.8845], [-2.1679, 2.0365, 0.4302], [-1.3360, -2.2878, 3.7925], [-2.3098, 1.3131, -0.3922], [1.7522, -3.1429, -1.6674], [-3.7984, 0.1779, -1.8511], [0.7328, -1.4727, 1.5718], [0.5440, 0.7220, 0.2962], [-4.7556, 0.0800, -2.3415], [2.6741, 3.1754, 1.0251], [-1.5074, -0.5488, -1.5585], [-0.3488, -1.4132, -1.7193], [-2.4598, 0.5268, 3.7206], [-2.7910, -0.7563, -2.1133], [3.6422, 1.4020, -0.5176], [-2.1301, 0.0196, 2.8110], [1.1075, 2.3481, 1.0025], [-0.1462, -0.8556, 1.4406]], "atomic_forces_ev_per_a": [[0.350, -0.266, -0.134], [-0.063, -0.246, -0.567], [1.533, 0.138, -0.443], [-1.337, 0.298, 0.545], [0.136, -0.352, -0.119], [0.333, 0.153, 0.838], [-1.502, 1.142, 1.918], [0.226, 0.428, -0.332], [0.024, 0.049, 0.252], [-0.291, -0.139, 0.005], [0.162, -0.175, -0.500], [0.507, 0.383, -0.754], [0.493, 0.699, 0.768], [0.000, 0.258, 0.325], [-0.134, 0.573, 0.140], [-0.228, 0.996, -0.108], [0.369, -0.494, -0.134], [-0.020, -0.472, 0.161], [-0.206, 0.417, 0.174], [0.503, 0.291, -0.302], [-2.123, -0.481, -0.853], [-0.392, -2.360, -1.722], [0.342, 0.065, -0.031], [0.009, 0.459, 0.907], [-0.220, -0.127, -0.099], [-0.039, -0.056, 0.118], [0.035, -0.417, -1.183], [0.036, 0.028, -0.036], [-0.189, 0.715, 0.248], [0.603, -0.060, 0.079], [0.293, -0.204, -0.199], [0.398, -0.352, -0.063], [-1.523, -0.898, -0.288], [-0.102, -0.067, 0.041], [-0.665, -0.668, -0.704], [-0.844, 1.462, 0.206], [1.066, -1.042, -0.256], [0.273, -0.163, 0.123], [1.217, 0.274, 0.496], [0.290, 0.012, -0.424], [-0.358, 0.260, -0.177], [1.696, 0.470, -0.379], [-0.656, -0.531, 2.467]], "mulliken_spin": [-0.005, 0.012, -0.005, 0.019, 0.020, -0.006, 1.126, -0.004, 0.000, -0.017, 0.003, 0.101, 0.151, 0.001, 0.008, 0.007, 0.001, -0.002, 0.004, -0.006, 0.128, 0.128, 0.001, 0.052, -0.012, 0.002, -0.011, 0.003, 0.040, 0.011, 0.030, 0.016, 2.587, -0.001, 0.020, 0.002, 0.028, -0.001, 0.004, 0.067, 0.036, 0.014, 0.448], "multiplicity": 6, "total_charge": 2, "de_lowest_ev": 0.000, "e_lumo_ev": [-7.118, -10.128], "homo_lumo_gap_ev": [6.937, 5.624]}

{"formula": "C23H41Cl3LaN3O3Si", "method": "wB97M-V/def2-TZVPD", "elements": ["H", "C", "H", "H", "H", "H", "O", "H", "N", "H", "N", "H", "H", "H", "Si", "H", "H", "C", "Cl", "H", "C", "H", "C", "Cl", "O", "Cl", "H", "H", "H", "H", "C", "C", "C", "H", "C", "N", "H", "C", "C", "C", "C", "H", "H", "H", "C", "C", "C", "H", "C", "H", "H", "C", "H", "H", "C", "C", "H", "H", "H", "H", "H", "O", "H", "C", "H", "H", "H", "C", "C", "La", "H", "C", "H", "H", "H"], "positions_angstrom": [[1.5756, -6.4672, -3.3550], [-4.0778, 2.7988, -1.0465], [-4.0548, 3.2837, -0.0631], [4.3191, 0.8771, -4.2436], [2.8897, 1.8911, -4.0174], [-1.2102, 1.8779, -2.4383], [0.4656, 2.0600, 1.3641], [-1.3892, 6.5149, 2.8216], [-1.1126, -2.4773, 0.0345], [5.3456, 2.8461, -1.6103], [2.6361, -4.8786, -2.4567], [-4.0676, 0.2553, -0.9633], [-2.5752, 1.7624, 1.3754], [-4.9882, 2.1784, -1.1245], [3.5458, 1.1024, -1.7744], [0.7852, 4.5740, 0.7888], [2.7460, 0.1021, -3.9939], [4.6373, -0.2998, -1.0829], [1.6441, -1.3497, 0.4204], [-1.8810, 3.5147, -2.0597], [2.1912, -3.8343, -1.7925], [-0.9557, 2.5942, -0.8033], [3.9184, -5.5086, -2.1722], [1.2471, 1.2289, -1.4129], [-2.0715, -0.1965, -1.3321], [-0.2912, -0.9545, -4.5554], [-2.9006, 5.8522, 2.2345], [3.7122, 3.5585, -1.6532], [4.8240, -1.1278, -1.8024], [1.0114, 5.4749, 2.3222], [3.3741, 0.9578, -3.6785], [-2.0415, -0.4710, 4.4973], [-2.7596, -5.3669, 1.0062], [-2.2838, 3.7927, 3.2065], [-3.0356, 0.5886, -1.1502], [-2.9201, 1.9153, -1.2134], [4.5649, -5.4238, -3.0580], [0.8878, 4.4720, 1.8927], [-1.8150, 5.7052, 2.2135], [-2.4620, 1.1819, 2.2923], [1.8000, -5.4123, -3.5465], [4.1562, -0.7267, -0.1842], [5.6508, 0.0676, -0.8080], [-4.4558, 0.3851, 2.2938], [-1.2421, 1.2308, 2.9600], [-1.6563, 2.5102, -1.6544], [-0.3143, 3.7369, 2.4646], [4.3286, 2.7628, -0.1419], [-2.2089, -4.1251, 1.7459], [-1.8613, -1.1229, 5.3643], [2.8246, -3.3805, -0.9950], [4.3022, 2.7242, -1.2467], [-3.2032, -6.0765, 1.7061], [-1.9233, -5.8671, 0.4905], [-3.4993, 0.3785, 2.7924], [-1.4942, 4.3386, 2.6769], [-2.9957, -3.5863, 2.3058], [0.8657, -4.8446, -3.6148], [-4.0930, -1.1097, 4.2752], [4.3694, -4.9798, -1.3218], [0.0158, 0.2312, 4.4122], [1.0497, -3.3638, -2.0725], [-1.4788, 5.8773, 1.1771], [-0.9966, 0.3176, 3.9913], [-4.0673, 3.5602, -1.8223], [1.7987, 3.8688, 2.0715], [0.7245, 2.0304, 3.3317], [-0.0833, 2.2134, 2.5568], [-1.6013, -3.1779, 0.8157], [0.0239, -1.2259, -1.8755], [-3.5218, -5.0643, 0.2808], [-3.3024, -0.4446, 3.9065], [3.7509, -6.5665, -1.9272], [2.3418, -5.3486, -4.4979], [-1.4319, -4.4155, 2.4735]], "atomic_forces_ev_per_a": [[0.053, 0.151, 0.034], [-0.151, -0.736, 0.417], [0.047, -0.057, -0.186], [-0.135, 0.008, 0.485], [0.002, -0.452, 0.038], [-0.234, 0.329, 0.234], [-0.260, -1.956, -2.482], [0.054, -0.121, -0.009], [-1.268, -1.602, 1.326], [-0.607, -0.370, 0.083], [-0.205, -0.219, -0.398], [0.358, -0.273, 0.096], [-0.096, 0.080, 0.405], [0.291, 0.457, 0.044], [-0.011, -0.323, -1.290], [0.130, -0.017, 0.651], [0.147, 0.447, 0.216], [-0.249, -0.400, 0.242], [0.325, -0.463, -0.272], [0.205, -0.566, 0.188], [-1.098, 0.478, -0.084], [-0.199, -0.019, -0.158], [-0.154, 0.211, -0.077], [2.364, 0.716, -0.140], [-1.216, 0.682, 0.039], [0.073, -0.065, -0.087], [0.074, 0.122, -0.092], [0.150, -0.128, 0.350], [-0.437, 0.525, 0.273], [-0.148, -0.112, 0.007], [-0.010, 0.194, 0.199], [0.457, -0.266, 0.041], [0.409, 0.258, -0.115], [0.216, 0.058, -0.338], [0.602, 0.842, -0.235], [-0.119, -0.615, -0.536], [-0.091, -0.114, 0.333], [0.048, -0.272, -0.270], [-0.454, 0.935, -0.318], [-0.351, -0.322, 0.441], [0.205, -0.275, -0.044], [0.306, 0.120, -0.317], [-0.737, 0.150, -0.117], [-0.247, -0.045, -0.097], [1.093, 0.663, -0.174], [0.202, 0.352, 0.228], [-0.981, -0.043, 1.003], [-0.127, 0.191, -0.472], [-0.156, -0.074, 0.518], [-0.043, 0.225, -0.453], [-0.451, -0.276, -0.401], [-0.206, 0.207, 0.210], [0.058, 0.162, 0.017], [-0.456, 0.133, 0.072], [0.538, -0.014, -0.271], [0.438, -0.841, 0.237], [0.338, -0.230, -0.242], [0.464, -0.208, 0.049], [0.208, 0.455, -0.101], [-0.010, -0.305, -0.271], [-0.555, 0.264, -0.100], [1.355, -0.369, 0.441], [-0.054, -0.019, 0.274], [-0.517, 0.039, 0.343], [-0.075, -0.073, -0.057], [-0.495, 0.386, -0.114], [-0.563, 0.069, 0.339], [1.177, 0.664, 0.786], [0.638, 0.871, -1.106], [0.000, 0.431, 0.910], [0.192, -0.152, 0.073], [0.097, 0.014, -0.164], [0.192, 0.296, -0.026], [-0.053, 0.054, 0.211], [-0.291, 0.152, -0.236]], "mulliken_charge": [0.328, -0.851, 0.281, 0.364, 0.230, 0.351, -0.777, 0.352, 0.004, 0.351, 0.201, 0.376, 0.606, 0.279, 0.434, 0.077, 0.246, -1.024, -0.740, 0.343, 0.503, 0.052, -0.870, -0.216, -0.238, -0.698, 0.400, 0.267, 0.304, 0.448, -0.924, -0.628, -1.089, 0.432, -0.075, 0.346, 0.321, -1.453, -1.574, 0.073, -0.917, 0.299, 0.398, 0.388, 0.038, -0.850, 0.392, 0.284, -0.133, 0.336, 0.236, -0.958, 0.354, 0.285, -0.679, 0.158, 0.178, 0.230, 0.435, 0.267, 0.336, -0.690, 0.300, -0.625, 0.368, 0.356, -0.036, 0.197, 0.011, 1.534, 0.321, -0.519, 0.314, 0.326, 0.255], "multiplicity": 1, "de_lowest_ev": 4.596, "e_lumo_ev": -0.062, "homo_lumo_gap_ev": 5.209}

Listing strongest force on any atom for the structures above in their given order: 3.2; 2.9; 3.2 eV Å⁻¹.